Entry 1:
# C23H23BF2IrO2PTe

A molecular structure, C23H23BF2IrO2PTe (ωB97M-V/def2-TZVPD, the Open Molecules 2025 dataset).

Results
HOMO (alpha / beta): -5.41 / -8.95 eV
<S²>: 6.015
Spin multiplicity: 5
Kohn-Sham gap (alpha / beta): 5.6486 / 6.6586 eV
M: 731.03 g mol⁻¹

Atoms and positions in Å:
1 Ir 0.437 1.923 -1.637
2 Te 2.015 0.119 -2.341
3 P -0.675 2.263 0.439
4 F -2.011 1.797 -3.139
5 F -0.148 1.731 -4.455
6 O 0.676 3.821 -2.164
7 O 1.507 5.170 -0.459
8 C 0.177 1.005 2.787
9 C 0.384 2.079 1.906
10 C 1.129 -3.742 -0.333
11 C 1.048 -1.352 0.462
12 C 1.207 -2.389 -0.600
13 C 1.033 0.847 3.873
14 C 0.652 4.418 -0.891
15 C -0.606 4.032 0.104
16 C -4.810 0.636 1.566
17 C 1.149 -6.119 -1.091
18 C -4.271 0.296 0.314
19 C 1.644 -2.878 -2.947
20 C 2.074 1.774 4.116
21 C 1.942 -2.379 -4.325
22 C -2.278 1.611 0.901
23 C 1.446 -1.965 -1.912
24 C 1.553 -4.221 -2.675
25 C -2.798 1.848 2.187
26 C 1.288 -4.647 -1.370
27 C -2.996 0.810 -0.018
28 C 2.160 2.923 3.328
29 C -4.091 1.428 2.474
30 C 1.345 3.077 2.200
31 B -0.686 1.686 -3.216
32 H 1.290 -6.346 -0.036
33 H 2.901 -1.883 -4.385
34 H -5.767 0.231 1.831
35 H 1.887 -0.648 0.485
36 H 0.115 -0.802 0.326
37 H -4.496 1.640 3.472
38 H -2.563 0.635 -0.976
39 H -0.654 0.334 2.615
40 H -1.594 4.232 -0.351
41 H 2.892 3.696 3.510
42 H 0.183 -6.536 -1.437
43 H 1.012 -1.803 1.444
44 H 1.877 -6.666 -1.686
45 H -4.796 -0.349 -0.399
46 H 1.733 -4.979 -3.441
47 H 2.775 1.600 4.938
48 H 0.803 0.048 4.583
49 H 1.990 -3.194 -5.037
50 H 1.475 3.910 1.532
51 H 0.953 -4.076 0.703
52 H -0.508 4.629 0.992
53 H -2.175 2.399 2.907
54 H 1.169 -1.676 -4.670

=====

Entry 2:
# C23H23BrF6N4O2PTa

A molecular structure, C23H23BrF6N4O2PTa (ωB97M-V/def2-TZVPD, the Open Molecules 2025 dataset).

Results
HOMO (alpha / beta): -17.62 / -18.12 eV
<S²>: 0.778
Spin multiplicity: 2
Kohn-Sham gap (alpha / beta): 7.3730 / 6.1751 eV
M: 793.28 g mol⁻¹
Total charge: +3
Energy relative to the best compared isomer or geometry (same formula, charge and spin): 0.0 kJ/mol

Atoms and positions in Å:
1 Ta 0.048 -0.001 0.039
2 Br 3.031 0.732 -2.120
3 P 0.445 -3.628 0.770
4 F 0.345 -1.066 -1.468
5 F -0.758 -2.712 1.159
6 F -0.407 -4.905 0.945
7 F 1.276 -2.160 0.606
8 F 1.490 -4.032 1.794
9 F 0.702 -3.875 -0.713
10 O 1.400 -0.281 3.843
11 O 0.266 0.080 1.922
12 N 0.693 3.141 1.226
13 N 0.028 4.217 -0.697
14 N -0.044 1.851 -0.568
15 N 2.369 0.274 0.519
16 C -3.036 -1.148 -0.400
17 C -1.391 2.989 -2.280
18 C 3.404 0.440 -0.303
19 C 4.968 0.192 1.478
20 C -0.647 4.274 -2.006
21 C -4.408 -1.194 -0.018
22 C 2.632 0.073 1.831
23 C -4.026 0.559 1.607
24 C -4.839 -2.978 -1.648
25 C -3.516 -2.935 -2.032
26 C 0.220 3.109 -0.015
27 C -4.889 -0.343 0.980
28 C -2.693 0.598 1.240
29 C -2.147 -0.242 0.246
30 C 0.212 5.526 1.375
31 C 3.898 0.025 2.355
32 C -2.629 -2.036 -1.423
33 C 1.415 -0.086 2.680
34 C -0.449 1.837 -2.019
35 C 0.463 5.509 -0.121
36 C 0.955 4.368 2.006
37 C 4.722 0.407 0.136
38 C -5.286 -2.109 -0.643
39 H -2.057 1.297 1.772
40 H 1.522 5.653 -0.347
41 H -1.601 -2.027 -1.762
42 H -4.398 1.213 2.384
43 H -2.277 2.907 -1.646
44 H 2.029 4.552 2.018
45 H -5.528 -3.670 -2.113
46 H 5.526 0.544 -0.574
47 H -0.859 5.455 1.574
48 H 4.035 -0.142 3.415
49 H 0.811 2.264 1.703
50 H 0.098 4.474 -2.778
51 H 0.451 1.905 -2.629
52 H 5.986 0.157 1.845
53 H -0.940 0.886 -2.240
54 H 0.565 6.465 1.797
55 H -3.154 -3.596 -2.809
56 H -0.096 6.291 -0.627
57 H -5.932 -0.388 1.267
58 H -6.323 -2.134 -0.329
59 H 0.627 4.188 3.028
60 H -1.333 5.120 -1.978
61 H -1.718 2.968 -3.318

=====

Entry 3:
# C23H23CeOP2

A molecular structure, C23H23CeOP2 (ωB97M-V/def2-TZVPD, the Open Molecules 2025 dataset).

Results
HOMO (alpha / beta): -9.82 / -10.11 eV
Kohn-Sham gap (alpha / beta): 6.9077 / 7.1228 eV
M: 517.50 g mol⁻¹
Total charge: +1

Atoms and positions in Å:
1 Ce -1.772 -0.336 -2.391
2 P -1.556 -3.216 -1.207
3 P 0.437 0.235 0.451
4 O -0.849 -0.040 -0.371
5 C -3.551 0.219 -3.895
6 C 0.670 2.909 1.163
7 C 1.972 -1.098 -1.454
8 C 2.856 -2.087 -1.885
9 C 1.873 3.667 -1.241
10 C -1.193 -0.724 4.073
11 C 1.200 0.335 3.101
12 C 1.661 -0.976 -0.090
13 C 3.057 -2.912 0.380
14 C 1.071 4.233 0.972
15 C -1.048 -0.505 2.700
16 C 3.391 -3.004 -0.974
17 C -3.800 -0.869 -1.728
18 C 1.672 4.616 -0.232
19 C 2.192 -1.907 0.821
20 C -3.005 1.425 -1.854
21 C -3.192 1.437 -3.217
22 C 1.487 2.339 -1.048
23 C -4.014 -0.875 -3.092
24 C -0.151 -0.421 4.958
25 C 1.046 0.114 4.471
26 C 0.929 1.941 0.177
27 C 0.159 0.014 2.205
28 H -2.990 2.301 -3.867
29 H -4.423 -1.736 -3.640
30 H 1.619 1.611 -1.851
31 H -2.128 -1.137 4.457
32 H -4.125 -1.616 -1.000
33 H 1.979 5.653 -0.385
34 H -2.021 -3.252 0.145
35 H 4.062 -3.790 -1.321
36 H -1.865 -0.735 2.012
37 H -0.299 -3.836 -0.942
38 H 1.521 -0.429 -2.195
39 H -2.223 -4.397 -1.631
40 H 2.332 3.963 -2.185
41 H 2.136 0.756 2.726
42 H 0.159 2.625 2.085
43 H -2.758 2.263 -1.194
44 H 3.121 -2.144 -2.943
45 H 0.911 4.963 1.766
46 H 1.917 -1.857 1.874
47 H 1.865 0.359 5.149
48 H -3.520 0.148 -4.986
49 H 3.462 -3.625 1.101
50 H -0.271 -0.600 6.028

=====

Entry 4:
# C23H23F3N4O3S

C23H23F3N4O3S in the gas phase (ωB97M-V/def2-TZVPD, the Open Molecules 2025 dataset).

Results
HOMO: -8.38 eV
Kohn-Sham gap: 8.6454 eV
M: 492.52 g mol⁻¹
SMILES: O=C(C[C@@H]1S/C(=N\c2ccccc2F)N(CCN2CCOCC2)C1=O)Nc1ccc(F)cc1F
Energy relative to the best compared isomer or geometry (same formula, charge and spin): 0.0 kJ/mol

Atoms and positions in Å:
1 S -0.143 -0.216 1.698
2 F 6.605 1.192 1.871
3 F 8.352 -1.422 -1.626
4 F -3.733 -2.579 -0.732
5 O -5.469 1.439 0.740
6 O 0.405 2.938 -0.439
7 O 2.245 0.254 -0.204
8 N -0.549 0.879 -0.618
9 N 4.079 0.855 1.006
10 N -3.101 1.796 -0.775
11 N -1.334 -1.280 -0.523
12 C -0.754 -0.309 0.026
13 C 0.111 1.868 0.036
14 C 7.297 -0.875 -0.998
15 C 6.023 -1.086 -1.493
16 C 0.440 1.485 1.473
17 C 5.117 0.253 0.295
18 C 2.746 0.834 0.731
19 C -3.849 2.935 -0.276
20 C 7.520 -0.110 0.135
21 C -2.692 -3.219 -0.153
22 C 6.422 0.439 0.759
23 C -1.067 1.107 -1.952
24 C -0.592 -4.551 1.017
25 C -4.019 0.707 -1.066
26 C -1.814 -5.185 0.875
27 C 1.936 1.643 1.737
28 C -4.763 0.337 0.216
29 C -1.476 -2.547 0.000
30 C -2.872 -4.514 0.284
31 C -0.422 -3.249 0.588
32 C 4.937 -0.523 -0.847
33 C -4.593 2.509 0.991
34 C -2.221 2.118 -1.881
35 H -5.500 -0.442 0.021
36 H -3.155 3.744 -0.037
37 H 4.381 1.389 1.812
38 H -2.742 2.140 -2.852
39 H 5.886 -1.687 -2.377
40 H 8.514 0.053 0.517
41 H -1.393 0.143 -2.339
42 H -1.798 3.108 -1.696
43 H 0.537 -2.762 0.680
44 H 2.177 1.329 2.755
45 H -4.749 0.996 -1.842
46 H -5.206 3.328 1.373
47 H 0.239 -5.074 1.466
48 H -0.122 2.134 2.151
49 H -4.581 3.302 -1.018
50 H -1.946 -6.200 1.215
51 H 3.940 -0.679 -1.223
52 H 2.195 2.699 1.618
53 H -0.264 1.509 -2.573
54 H -4.036 -0.027 0.957
55 H -3.835 -4.983 0.153
56 H -3.856 2.216 1.755
57 H -3.458 -0.160 -1.410

=====

Q: Which formula does entry 4 have?
A: C23H23F3N4O3S

=====

Please write out number 4 again, unchanged.
# C23H23F3N4O3S

C23H23F3N4O3S in the gas phase (ωB97M-V/def2-TZVPD, the Open Molecules 2025 dataset).

Results
HOMO: -8.38 eV
Kohn-Sham gap: 8.6454 eV
M: 492.52 g mol⁻¹
SMILES: O=C(C[C@@H]1S/C(=N\c2ccccc2F)N(CCN2CCOCC2)C1=O)Nc1ccc(F)cc1F
Energy relative to the best compared isomer or geometry (same formula, charge and spin): 0.0 kJ/mol

Atoms and positions in Å:
1 S -0.143 -0.216 1.698
2 F 6.605 1.192 1.871
3 F 8.352 -1.422 -1.626
4 F -3.733 -2.579 -0.732
5 O -5.469 1.439 0.740
6 O 0.405 2.938 -0.439
7 O 2.245 0.254 -0.204
8 N -0.549 0.879 -0.618
9 N 4.079 0.855 1.006
10 N -3.101 1.796 -0.775
11 N -1.334 -1.280 -0.523
12 C -0.754 -0.309 0.026
13 C 0.111 1.868 0.036
14 C 7.297 -0.875 -0.998
15 C 6.023 -1.086 -1.493
16 C 0.440 1.485 1.473
17 C 5.117 0.253 0.295
18 C 2.746 0.834 0.731
19 C -3.849 2.935 -0.276
20 C 7.520 -0.110 0.135
21 C -2.692 -3.219 -0.153
22 C 6.422 0.439 0.759
23 C -1.067 1.107 -1.952
24 C -0.592 -4.551 1.017
25 C -4.019 0.707 -1.066
26 C -1.814 -5.185 0.875
27 C 1.936 1.643 1.737
28 C -4.763 0.337 0.216
29 C -1.476 -2.547 0.000
30 C -2.872 -4.514 0.284
31 C -0.422 -3.249 0.588
32 C 4.937 -0.523 -0.847
33 C -4.593 2.509 0.991
34 C -2.221 2.118 -1.881
35 H -5.500 -0.442 0.021
36 H -3.155 3.744 -0.037
37 H 4.381 1.389 1.812
38 H -2.742 2.140 -2.852
39 H 5.886 -1.687 -2.377
40 H 8.514 0.053 0.517
41 H -1.393 0.143 -2.339
42 H -1.798 3.108 -1.696
43 H 0.537 -2.762 0.680
44 H 2.177 1.329 2.755
45 H -4.749 0.996 -1.842
46 H -5.206 3.328 1.373
47 H 0.239 -5.074 1.466
48 H -0.122 2.134 2.151
49 H -4.581 3.302 -1.018
50 H -1.946 -6.200 1.215
51 H 3.940 -0.679 -1.223
52 H 2.195 2.699 1.618
53 H -0.264 1.509 -2.573
54 H -4.036 -0.027 0.957
55 H -3.835 -4.983 0.153
56 H -3.856 2.216 1.755
57 H -3.458 -0.160 -1.410